(1)
Entry from OMol25: C23H25DyN2O2 as an isolated structure in a non-equilibrium geometry (wB97M-V/def2-TZVPD).

The geometry in XYZ format:
```
53
C23H25DyN2O2 (wB97M-V/def2-TZVPD)
C -2.5012 -0.9231 1.5091
C -1.7440 0.2125 1.9463
C -1.6841 1.1493 0.8645
H -1.3616 0.3710 2.9521
C -2.3892 0.5897 -0.2446
C -2.9140 -0.6768 0.1610
H -2.5460 1.0845 -1.2047
C 2.0058 -1.6076 1.1976
C 1.3264 -0.7439 2.1174
C 1.3878 0.5807 1.5901
H 0.9173 -1.0276 3.0888
C 2.1311 0.5519 0.3590
C 2.4434 -0.8217 0.0963
H -1.2682 2.1573 0.8999
H -3.5432 -1.3323 -0.4434
H -2.7862 -1.7745 2.1299
H 3.0133 -1.1623 -0.7701
H 1.0231 1.4844 2.0847
H 2.1895 -2.6724 1.3421
Dy -0.3189 -0.9117 0.2018
C 2.9304 1.7105 -0.2141
C 4.4178 1.4391 0.1024
C 2.5261 3.0110 0.4806
H 4.5588 1.3026 1.1814
H 5.0382 2.2830 -0.2235
H 4.7712 0.5352 -0.4081
H 2.7193 2.9390 1.5592
H 1.4576 3.2087 0.3330
H 3.1138 3.8562 0.0966
C 2.8618 1.8218 -1.7771
C 1.6561 2.4000 -2.5346
H 3.0311 0.8270 -2.2081
H 3.7226 2.4501 -2.0694
O 1.2967 1.9390 -3.6169
N 1.0171 3.4671 -1.9513
C -0.1932 4.0213 -2.5283
H 1.6066 4.1162 -1.4437
C -1.0957 4.5533 -1.4435
C -2.4711 4.3137 -1.5112
H -2.8678 3.8025 -2.3926
C -3.3038 4.7006 -0.4591
H -4.3759 4.5060 -0.5201
C -2.7625 5.3343 0.6668
H -3.4095 5.6383 1.4917
C -1.3887 5.6052 0.7205
H -0.9507 6.1065 1.5845
C -0.5597 5.2439 -0.3507
H 0.5051 5.4941 -0.3189
H -0.6864 3.2228 -3.0912
H 0.0688 4.8245 -3.2395
O -0.7780 -5.2615 -1.1580
C -0.6844 -4.1501 -0.7473
N -0.5869 -3.0130 -0.3314
```

The total energy comes out at -55415.567 eV. The spin multiplicity is 6. The net charge is 0. The LUMO energy (spin up / spin down) is -0.9 / 0.0 eV. As for the expectation value of S²: 8.80. As for the HOMO-LUMO gap (spin up / spin down): 7.515 / 8.512 eV. As for the relative energy (zero: lowest compared OMol25 entry of this formula, charge and spin): 0.0 kJ/mol. The calculation puts the HOMO energy (spin up / spin down) at -8.5 / -8.5 eV.


(2)
Entry from OMol25: C23H25F5N4NiO4S3 as an isolated structure (wB97M-V/def2-TZVPD).

The geometry in XYZ format:
```
65
C23H25F5N4NiO4S3 (wB97M-V/def2-TZVPD)
Ni -1.2010 1.4793 0.9572
C 0.0233 1.8470 -5.6020
C 0.1765 2.2989 -4.1736
C 0.7291 3.5400 -3.8744
C 0.9107 3.9397 -2.5583
C 0.5386 3.1049 -1.5147
C -0.0219 1.8708 -1.8009
C -0.2023 1.4763 -3.1183
S 0.8905 3.6041 0.1863
O 1.9829 2.7477 0.5802
O 1.1513 5.0312 0.0787
N -0.3734 3.2961 1.0696
C -1.4446 4.2890 0.9614
C -2.7696 3.7421 1.5087
O -3.5794 4.5221 2.0179
O -2.9521 2.4853 1.3376
H -0.3063 2.6650 -6.2460
H -0.7043 1.0380 -5.6815
H 0.9722 1.4774 -5.9997
H 1.0233 4.2037 -4.6818
H 1.3382 4.9043 -2.3194
H -0.3438 1.1990 -1.0046
H -0.6440 0.5065 -3.3213
H -1.6555 4.5589 -0.0866
H -1.2019 5.2149 1.4839
F 6.4204 0.2493 0.4867
C 5.2021 -0.3796 0.7967
C 4.1607 -0.2888 -0.1496
F 4.4759 -0.3601 -1.4801
C 2.8572 -0.2936 0.2322
F 1.8936 -0.3988 -0.7208
C 2.4569 -0.3496 1.5844
S 0.7813 -0.1536 2.0785
C 3.5090 -0.4542 2.5134
F 3.2066 -0.7273 3.8167
C 4.8206 -0.4339 2.1463
F 5.7865 -0.6658 3.0980
C -2.5884 -3.7677 -1.5783
C -3.7216 -2.7652 -1.3620
C -3.3925 -1.7995 -0.2665
N -2.4398 -0.9441 -0.3488
N -2.2830 -0.1909 0.7760
C -3.1439 -0.4708 1.7150
N -3.1491 0.1282 2.9400
S -4.2214 -1.7553 1.2683
H -2.8034 -4.4246 -2.4228
H -2.4418 -4.3846 -0.6903
H -1.6567 -3.2387 -1.7739
H -4.6526 -3.2839 -1.1240
H -3.8976 -2.1929 -2.2750
H -2.6470 1.0173 2.8670
H -4.0747 0.2810 3.3122
C 1.6842 -3.8104 1.1828
C 0.9892 -2.9768 2.2551
C 0.0899 -3.8429 3.1334
C 0.1901 -1.8239 1.6252
H 2.2865 -4.6073 1.6277
H 2.3404 -3.1797 0.5811
H 0.9492 -4.2724 0.5144
H 1.7649 -2.5382 2.8868
H -0.7430 -4.2512 2.5510
H -0.3311 -3.2566 3.9531
H 0.6426 -4.6834 3.5625
H -0.8495 -1.8648 1.9535
H 0.1927 -1.8869 0.5357
```

The total energy comes out at -125543.434 eV. The spin multiplicity is 3. The net charge is -2. The LUMO energy (spin up / spin down) is 3.5 / 3.5 eV. As for the expectation value of S²: 2.02. As for the HOMO-LUMO gap (spin up / spin down): 2.959 / 5.351 eV. As for the relative energy (zero: lowest compared OMol25 entry of this formula, charge and spin): 154.7 kJ/mol. The calculation puts the HOMO energy (spin up / spin down) at 0.6 / -1.8 eV.


(3)
Entry from OMol25: the molecule C23H25FN2O3 in a non-equilibrium geometry (wB97M-V/def2-TZVPD).

The geometry in XYZ format:
```
54
C23H25FN2O3 (wB97M-V/def2-TZVPD)
C -3.2702 2.2878 -0.6419
C -2.3675 1.1053 -0.3435
C -2.9169 -0.1584 -0.1197
C -2.0908 -1.2419 0.1834
C -2.6865 -2.6166 0.4206
C -0.7079 -1.0587 0.2516
C -0.1336 0.2004 0.0228
C 1.3669 0.3645 0.1107
O 2.0605 -0.4178 0.7584
N 1.8920 1.3886 -0.5746
C 3.3138 1.6977 -0.6196
C 4.1345 1.2726 -1.8154
C 3.8148 2.7366 -1.6116
C 2.8137 3.4257 -2.5730
C 2.2722 4.7486 -1.9774
N 3.4342 5.5931 -1.6296
C 3.9489 6.4357 -2.5711
O 3.5104 6.4741 -3.7233
C 5.1000 7.3502 -2.2122
C 6.1221 7.5624 -3.1511
C 7.1815 8.4248 -2.8735
C 7.2245 9.1080 -1.6600
C 6.1991 8.9416 -0.7309
O 6.2558 9.6447 0.4452
C 5.1284 8.0774 -1.0069
F 4.1171 7.9714 -0.1078
C 4.2710 5.0154 -0.5542
C 4.8992 3.7112 -1.1016
C -0.9841 1.2828 -0.2652
H -2.8720 3.2004 -0.1970
H -3.3627 2.4376 -1.7179
H -4.2642 2.1438 -0.2168
H -3.9868 -0.2981 -0.1740
H -2.0413 -3.3904 0.0028
H -2.7985 -2.8047 1.4885
H -3.6569 -2.7210 -0.0656
H -0.0714 -1.9017 0.4877
H 1.2798 1.8963 -1.1863
H 3.7975 1.6497 0.3616
H 5.1513 0.9171 -1.6475
H 3.6418 0.7180 -2.6146
H 3.3087 3.6402 -3.5222
H 1.9855 2.7682 -2.8362
H 1.5558 5.2767 -2.6114
H 1.7240 4.5557 -1.0540
H 6.0954 7.0505 -4.1055
H 7.9652 8.5672 -3.6043
H 8.0492 9.7741 -1.4557
H 7.0028 10.2432 0.4909
H 4.9884 5.7081 -0.1158
H 3.6034 4.7882 0.2789
H 5.5090 3.2467 -0.3254
H 5.5931 3.9504 -1.9092
H -0.5820 2.2738 -0.4172
```

The total energy comes out at -36097.293 eV. The net charge is 0. The LUMO energy is 0.5 eV. As for the HOMO-LUMO gap: 9.548 eV. As for the relative energy (zero: lowest compared OMol25 entry of this formula, charge and spin): 56.9 kJ/mol. The calculation puts the HOMO energy at -9.0 eV.


(4)
Entry from OMol25: the molecule C23H25N3O4S in a non-equilibrium geometry (wB97M-V/def2-TZVPD).

The geometry in XYZ format:
```
56
C23H25N3O4S (wB97M-V/def2-TZVPD)
C -5.7768 -1.4631 -0.5484
N -4.5152 -0.9971 0.0953
C -3.8482 -1.7733 0.8685
O -4.3825 -3.0045 1.1158
C -2.6243 -1.6065 1.2348
S -1.5056 -1.8019 -0.0969
O -2.0232 -1.1715 -1.2697
O -1.1834 -3.2782 -0.0168
C -0.0692 -0.8090 0.5716
C 0.9746 -1.5199 1.0084
N 2.0426 -0.8713 1.3192
C 3.2569 -0.9057 2.1563
C 4.4690 -0.4891 1.1760
O 5.3170 0.5675 1.6956
N 4.4155 -0.5957 -0.0239
C 3.6698 -1.4672 -0.8459
C 4.3850 -1.6568 -2.3410
C 5.1034 -0.4177 -2.4078
C 5.4973 -0.0118 -0.9537
C 1.5649 0.6417 1.1277
C 2.1096 1.7963 1.0957
C 1.3180 2.8611 0.9040
C 0.1565 2.5757 0.2609
C -0.4962 1.4431 0.1548
C 0.3601 0.4966 0.4613
C -4.4129 0.3246 -0.0691
C -4.3311 1.0999 1.0118
C -4.0861 2.6388 0.7206
C -3.5729 2.9922 -0.4942
C -3.6959 2.0830 -1.5207
C -3.9417 0.7064 -1.3399
H -5.5142 -1.7164 -1.5838
H -6.5174 -0.8015 -0.4459
H -6.0963 -2.3099 0.0234
H -2.5966 -0.4542 1.6199
H -2.4363 -2.1578 2.4049
H 1.0877 -2.5911 1.5249
H 3.4717 -1.8669 1.7802
H 3.4786 -0.5327 2.9905
H 2.6888 -0.8262 -1.1754
H 3.5214 -2.4456 -0.2382
H 5.1809 -2.3891 -2.0708
H 3.6493 -1.7512 -2.9537
H 4.4261 0.4739 -2.5039
H 5.9637 -0.3025 -3.0372
H 6.5451 -0.1719 -0.6583
H 5.5982 1.1336 -0.9306
H 3.0937 2.0541 1.7123
H 1.6877 3.9800 1.0231
H -0.4576 3.6087 -0.2233
H -1.4568 1.4134 -0.2642
H -4.3191 0.9317 1.8761
H -3.9302 3.2903 1.5880
H -3.4732 4.1494 -0.6796
H -3.7117 2.6275 -2.5090
H -4.0585 0.2684 -2.3198
```

The total energy comes out at -47735.170 eV. The net charge is 0. The LUMO energy is 0.4 eV. As for the HOMO-LUMO gap: 8.879 eV. As for the relative energy (zero: lowest compared OMol25 entry of this formula, charge and spin): 1827.4 kJ/mol. The calculation puts the HOMO energy at -8.5 eV.